A cluster of 15 separate species, C70H183N13O24 in total at a distorted geometry. Source: the Open Molecules 2025 dataset; level of theory: ωB97M-V/def2-TZVPD.

Geometry as XYZ:
```
290
Properties=species:S:1:pos:R:3:mulliken_charge:R:1
C -0.1568 7.1746 0.8989 0.626
C 0.4736 7.7510 2.1619 -0.516
O 1.7640 8.2707 2.0703 -0.615
O -1.5596 7.0208 1.0040 -0.555
H 0.2715 6.2115 0.6211 -0.557
H -0.0130 7.7845 0.0071 0.398
H 0.3445 7.0526 2.9888 0.213
H -0.0332 8.6587 2.4894 0.329
H 2.3720 7.5285 2.1021 0.549
H -1.9164 6.8238 0.1348 0.320
C 4.9612 3.2696 -4.9263 0.460
C 4.5529 4.6018 -5.5407 -0.713
O 3.1882 4.7774 -5.7035 -0.538
O 6.3276 3.3355 -4.6433 -0.531
H 4.5811 2.5675 -5.6684 -0.015
H 4.3393 3.0833 -4.0507 -0.036
H 5.2152 4.6798 -6.4029 0.510
H 4.9289 5.4425 -4.9577 0.288
H 2.9633 4.2659 -6.4841 0.289
H 6.8692 3.4486 -5.4279 0.310
C 2.9601 4.3910 1.1722 -0.073
C 4.2261 5.2128 1.6023 0.430
C 5.0814 5.7346 0.4911 -0.712
O 5.8006 4.7284 -0.2087 -0.278
C 6.3692 4.9052 -1.4911 -0.617
N 3.6894 6.3570 2.4114 -0.696
H 2.1068 4.9860 0.8468 -0.657
H 2.5931 3.7375 1.9636 0.147
H 3.1431 3.6238 0.4198 0.071
H 4.8634 4.7335 2.3454 0.535
H 5.7578 6.5019 0.8676 0.434
H 4.3583 6.2434 -0.1464 0.070
H 6.9236 4.0404 -1.8557 0.208
H 7.0886 5.7161 -1.6055 0.402
H 5.5723 5.0720 -2.2158 0.122
H 3.2880 5.8754 3.2033 0.260
H 4.3895 6.9926 2.7662 0.212
C 1.1370 -5.0817 -6.8852 -1.552
C 2.2608 -4.5847 -5.9343 1.451
C 3.6003 -4.4653 -6.5903 -1.317
O 4.5021 -4.2469 -5.5236 0.169
C 5.8365 -4.5424 -5.8026 -1.064
N 1.8189 -3.3512 -5.3605 -0.103
H 0.1968 -5.1133 -6.3346 0.178
H 1.3569 -6.0512 -7.3323 0.407
H 1.0687 -4.3402 -7.6812 0.425
H 2.3258 -5.2981 -5.1128 -0.022
H 3.6427 -3.6237 -7.2816 0.271
H 3.8125 -5.4433 -7.0222 0.515
H 6.3583 -4.0888 -4.9599 0.232
H 6.1959 -4.1082 -6.7355 0.387
H 6.0590 -5.5950 -5.9777 0.341
H 1.1096 -3.5412 -4.6670 0.086
H 2.6186 -2.9378 -4.9025 -0.347
C -1.2108 -0.0425 2.5647 -0.749
C -0.4844 -1.0219 1.5758 1.577
C 0.8222 -0.5446 1.0552 -0.487
O 0.5808 0.4814 0.0960 0.331
C 1.8391 0.9506 -0.5770 -0.185
N -0.3905 -2.2811 2.1961 2.227
H -0.5786 0.0434 3.4484 -0.252
H -2.1958 -0.4598 2.7739 0.158
H -1.3601 0.9919 2.2551 0.172
H -1.1460 -1.0087 0.7097 0.143
H 1.4762 -1.2783 0.5841 -0.444
H 1.4620 -0.2571 1.8895 -0.201
H 2.6721 1.2329 0.0667 0.224
H 1.6232 1.8366 -1.1741 -0.093
H 2.1731 0.2137 -1.3074 -0.117
H 0.0577 -2.1959 3.0971 -1.234
H -1.3302 -2.5679 2.4304 -0.215
C -10.4817 -2.0392 -0.2539 -1.580
C -9.2923 -1.7480 -1.1850 0.443
C -8.4537 -0.4611 -0.9365 -0.431
O -7.8553 -0.5899 0.3998 -0.378
C -7.2908 0.6406 0.7839 -0.420
N -8.5069 -2.9906 -1.2408 -0.780
H -10.8576 -2.9921 -0.6266 0.429
H -11.2007 -1.2222 -0.3155 0.371
H -10.3244 -2.1326 0.8206 0.251
H -9.6360 -1.6986 -2.2182 0.464
H -9.0639 0.4370 -1.0324 0.418
H -7.7859 -0.4616 -1.7980 0.158
H -6.9190 0.6880 1.8074 0.089
H -8.0347 1.4350 0.7246 0.413
H -6.5455 0.8546 0.0179 0.131
H -7.8514 -2.7612 -1.9741 0.235
H -7.8892 -3.0554 -0.4444 0.308
C 2.0580 8.4069 -2.1625 -1.468
C 2.4593 7.1449 -2.8156 0.084
C 1.9092 5.8979 -2.1416 0.987
O 0.4477 5.9483 -2.1421 -0.620
C -0.1078 4.6617 -1.8669 -0.120
N 1.9911 7.3772 -4.1822 -0.782
H 2.6147 9.2371 -2.5973 0.419
H 2.1641 8.3698 -1.0783 0.278
H 1.0169 8.6825 -2.3306 0.306
H 3.5468 7.1126 -2.8827 0.301
H 2.2699 5.8552 -1.1139 -0.513
H 2.3687 5.0367 -2.6266 0.184
H -1.1904 4.7108 -1.9840 0.286
H 0.1251 4.4396 -0.8255 0.144
H 0.3362 3.8150 -2.3903 0.013
H 0.9899 7.2889 -4.0825 0.406
H 2.3359 6.5183 -4.5864 0.150
C -4.7866 -2.9200 -1.9510 -1.315
C -5.2177 -2.0661 -3.1450 1.031
C -4.3617 -2.4636 -4.3938 -1.543
O -2.9867 -2.0819 -4.3382 0.122
C -2.2789 -2.7036 -5.4315 -0.807
N -6.6356 -2.3635 -3.3458 -0.485
H -3.6997 -2.9349 -1.8713 -0.049
H -5.0796 -3.9515 -2.1464 0.607
H -5.1911 -2.4910 -1.0342 0.182
H -5.0327 -1.0150 -2.9236 -0.223
H -4.8549 -1.9576 -5.2238 0.478
H -4.5501 -3.4910 -4.7054 0.507
H -2.6215 -2.3046 -6.3863 0.489
H -2.2046 -3.7908 -5.4066 0.366
H -1.2765 -2.2792 -5.3754 -0.067
H -6.5802 -3.3200 -3.6655 0.328
H -6.8831 -1.8253 -4.1638 0.280
C 0.1459 -2.1704 -2.8508 0.146
O 0.4298 -3.5434 -3.0915 0.928
C 0.0808 -4.4142 -2.0628 -0.546
C 0.3540 -5.8574 -2.4759 -0.928
N -0.3666 -6.2020 -3.6825 0.082
C 0.0262 -7.4962 -4.2866 -0.442
C -0.0092 -8.8153 -3.4097 -0.600
O -1.3323 -9.3807 -3.5103 -0.451
C -2.1833 -8.8389 -2.5665 -0.493
H -0.8258 -1.9165 -2.4273 0.004
H 0.3975 -1.6263 -3.7612 -0.831
H 0.7733 -1.7256 -2.0784 0.161
H -1.0000 -4.3856 -1.9248 -0.036
H 0.4520 -4.1182 -1.0816 0.032
H -0.0246 -6.5223 -1.6996 0.454
H 1.4289 -5.9649 -2.6215 0.258
H -0.1015 -5.4745 -4.3310 -0.385
H 1.0225 -7.3505 -4.7039 0.321
H -0.4229 -7.7632 -5.2433 0.516
H 0.1459 -8.6073 -2.3510 0.221
H 0.7676 -9.4814 -3.7852 0.372
H -2.3662 -7.7730 -2.7024 0.189
H -1.8524 -8.9912 -1.5391 0.182
H -3.1007 -9.4225 -2.4907 0.373
C -4.4579 3.1565 0.7525 -0.935
O -4.2842 1.9474 0.0166 0.142
C -3.2568 2.0077 -0.9601 -0.949
C -3.4954 0.7901 -1.9083 -0.675
N -2.8574 0.8768 -3.2131 -0.378
C -1.3855 1.0398 -3.0346 1.074
C -0.6382 1.0409 -4.3356 -1.215
O 0.7697 1.0683 -4.1131 0.288
C 1.5464 0.7561 -5.2902 -0.024
H -5.1422 3.0301 1.5915 0.260
H -4.7172 3.9629 0.0665 0.383
H -3.5470 3.4900 1.2497 0.199
H -2.2367 2.0283 -0.5765 0.328
H -3.3681 2.9110 -1.5598 0.399
H -4.5616 0.8315 -2.1310 0.517
H -3.2703 -0.1234 -1.3579 0.363
H -3.0065 0.0133 -3.7154 0.543
H -0.9584 0.3504 -2.3064 -0.555
H -1.1677 2.0254 -2.6233 -0.144
H -0.8683 1.8090 -5.0740 0.536
H -0.8856 0.1079 -4.8420 0.113
H 1.1262 1.2712 -6.1540 0.397
H 1.5525 -0.3294 -5.3889 -0.089
H 2.5979 1.0311 -5.2076 -0.453
C 4.7333 -1.1043 2.1544 0.106
O 5.3607 -0.1922 1.2198 -0.475
C 5.3819 -0.7361 -0.0714 0.312
C 6.0435 0.2622 -1.0337 -0.730
N 6.1296 -0.1990 -2.4068 -0.360
C 4.8613 -0.5258 -3.0860 0.669
C 5.0795 -1.0683 -4.5730 -0.122
O 5.3389 -0.0966 -5.5451 -0.192
C 5.4409 -0.5975 -6.7997 -0.837
H 4.3158 -0.5390 2.9876 0.002
H 5.4502 -1.7518 2.6593 0.390
H 3.9086 -1.6440 1.6888 -0.297
H 4.3890 -0.9710 -0.4552 -0.195
H 5.8904 -1.6990 -0.1196 0.409
H 7.0396 0.4986 -0.6597 0.394
H 5.4863 1.1988 -1.0117 0.317
H 6.5987 0.5514 -2.8934 0.406
H 4.1553 0.3003 -3.1714 0.078
H 4.2540 -1.2459 -2.5376 -0.517
H 4.1553 -1.5789 -4.8435 -0.228
H 5.8699 -1.8175 -4.5273 0.361
H 4.5285 -1.0657 -7.1691 0.269
H 6.1887 -1.3895 -6.7576 0.312
H 5.6797 0.1644 -7.5417 0.284
C 4.3719 -4.2707 -2.0706 -0.558
O 3.5139 -4.6720 -1.0249 -0.059
C 3.9835 -4.3942 0.3111 -0.682
C 2.8162 -4.3657 1.2703 -0.205
N 2.2153 -5.7490 1.4919 -0.479
C 1.0637 -5.6991 2.3906 1.453
C 0.1730 -6.9579 2.1162 -1.127
O -0.5315 -6.8575 0.8346 -0.265
C -1.6563 -6.0166 0.9677 -0.883
H 3.8536 -4.2329 -3.0287 -0.066
H 5.1275 -5.0554 -2.1060 0.466
H 4.9190 -3.3439 -1.8982 0.215
H 4.5866 -3.4924 0.4166 0.128
H 4.6362 -5.2408 0.5243 0.437
H 2.0589 -3.7061 0.8466 0.124
H 3.1602 -4.0548 2.2567 0.323
H 2.0402 -6.1705 0.5909 0.374
H 0.5551 -4.7372 2.3247 -0.812
H 1.3908 -5.7636 3.4284 0.027
H -0.5662 -7.1482 2.8944 0.467
H 0.8717 -7.7945 2.1159 0.404
H -2.1258 -5.9805 -0.0153 0.399
H -1.4232 -4.9598 1.0982 0.080
H -2.3441 -6.2390 1.7835 0.499
C -0.9726 4.1003 3.5555 0.383
O -1.7733 4.7339 4.6036 0.195
C -2.5906 5.8436 4.1433 0.163
C -3.4645 6.4522 5.2339 -1.206
N -2.7530 7.3381 6.1768 -0.438
C -1.6928 6.6542 6.9601 -0.252
C -2.2939 5.6349 7.9541 -0.089
O -1.2486 5.1592 8.8030 -0.188
C -1.0394 6.0269 9.8903 -0.807
H -0.4187 3.3057 4.0556 -0.088
H -0.3916 4.8459 3.0127 -0.354
H -1.6121 3.6263 2.8110 -0.178
H -3.2755 5.4336 3.4012 0.052
H -2.0477 6.6006 3.5774 0.163
H -3.8634 5.6214 5.8159 0.300
H -4.3226 6.9424 4.7739 0.517
H -2.3762 8.0943 5.6234 0.270
H -1.1772 7.4510 7.4962 0.511
H -1.0401 6.0592 6.3213 0.037
H -2.7046 4.8023 7.3829 -0.182
H -3.1585 6.0019 8.5072 0.288
H -0.8636 7.0589 9.5865 0.304
H -0.1898 5.7064 10.4931 0.251
H -1.9431 6.0979 10.4955 0.328
C -3.7554 -2.9001 1.8688 -1.167
O -2.7849 -3.1240 2.9395 -0.016
C -3.1433 -4.2115 3.8684 -0.782
C -2.3293 -3.9992 5.2218 -0.586
N -0.9120 -4.4667 4.9344 0.118
C -0.0058 -4.1437 6.0074 -1.555
C 0.3900 -2.6278 6.1137 -0.612
O 0.7223 -2.1156 4.8209 0.122
C 1.9914 -2.5044 4.4130 -0.623
H -3.2216 -2.3208 1.1154 0.062
H -4.6504 -2.4130 2.2560 0.546
H -4.1502 -3.8101 1.4170 0.391
H -2.8538 -5.1920 3.4906 0.003
H -4.1855 -4.2553 4.1847 0.573
H -2.8205 -4.4338 6.0923 0.597
H -2.3848 -2.9145 5.3136 0.195
H -0.6726 -3.9216 4.1185 -0.418
H 0.8458 -4.8225 5.9606 0.264
H -0.4713 -4.5202 6.9183 0.586
H 1.2229 -2.4364 6.7903 0.741
H -0.4001 -2.0282 6.5658 0.235
H 2.7305 -2.3634 5.2016 0.510
H 2.2386 -1.9181 3.5280 -0.293
H 1.8984 -3.5205 4.0294 -0.109
C -5.2288 0.1309 4.2324 -0.618
O -4.1573 0.0790 5.1836 -0.445
C -3.3997 1.2712 5.4218 -0.573
C -2.1049 0.9498 6.1749 0.550
N -1.4326 2.1623 6.5291 0.259
C -0.1954 1.9494 7.3359 -1.298
C 0.9466 1.1594 6.6113 0.387
O 1.4750 1.9434 5.5368 -0.281
C 2.5076 1.2536 4.8461 -0.651
H -4.8391 0.2616 3.2229 0.019
H -5.8536 0.9886 4.4815 0.523
H -5.7739 -0.8129 4.2453 0.314
H -3.9765 2.0039 5.9862 0.620
H -3.0920 1.7947 4.5167 0.165
H -1.4502 0.3419 5.5505 -0.795
H -2.3701 0.3415 7.0396 0.354
H -1.2437 2.7826 5.7547 -0.436
H -0.3287 1.4404 8.2905 0.509
H 0.0210 2.9960 7.5501 0.284
H 0.6520 0.1522 6.3167 -0.403
H 1.7494 1.0171 7.3349 0.701
H 3.3563 0.9231 5.4450 0.439
H 2.8217 1.9828 4.0993 0.196
H 2.2342 0.4311 4.1853 0.080
```

Summary:
lowest unoccupied orbital energy	0.3	eV
total charge	0
orbital gap	8.62	eV
HOMO energy	-8.35	eV
molecular weight	1591.301	g mol⁻¹
energy	-144050.890	eV